[1]
The following is a DFT calculation (the ωB97M-V functional and the def2-TZVPD basis) of a single C16H21NO molecule.

Structure (XYZ):
```
39
C16H21NO, DFT the ωB97M-V functional and the def2-TZVPD basis
C 2.144 -0.870 -0.816
C 2.285 -0.146 0.276
H 3.252 0.048 0.716
C 1.146 0.470 1.059
C 0.039 0.848 0.181
C -0.858 1.282 -0.488
C -1.940 1.692 -1.376
N -1.854 1.200 -2.740
C -1.798 -0.249 -2.810
C -2.119 -0.772 -4.206
H -2.280 -1.846 -4.164
H -3.022 -0.297 -4.581
H -1.306 -0.578 -4.900
H -2.555 -0.625 -2.114
H -0.825 -0.649 -2.482
C -0.918 1.914 -3.586
C 0.575 1.663 -3.344
H 0.845 1.891 -2.316
H 1.159 2.295 -4.008
H 0.834 0.627 -3.546
H -1.160 1.662 -4.622
H -1.124 2.981 -3.456
H -1.975 2.786 -1.409
H -2.888 1.334 -0.952
C 0.685 -0.585 2.065
C -0.266 -1.534 1.713
C -0.648 -2.503 2.622
C -0.084 -2.534 3.887
C 0.868 -1.593 4.238
C 1.254 -0.623 3.330
H 2.000 0.110 3.597
H 1.315 -1.614 5.221
H -0.385 -3.291 4.595
H -1.391 -3.236 2.343
H -0.708 -1.506 0.727
O 1.671 1.620 1.709
H 0.956 2.058 2.183
H 2.992 -1.305 -1.317
H 1.177 -1.059 -1.252
```

M = 243.4 g mol⁻¹
Relative energy (zero: lowest compared OMol25 entry of this formula, charge and spin) = 4.072 eV
Spin multiplicity = 1
Calculated total energy = -20467.5939 eV
E_HOMO = -8.55 eV
HOMO-LUMO gap = 9.36 eV
Lowest unoccupied orbital energy = 0.8 eV
Charge = 0

***

[2]
The following is a DFT calculation (the ωB97M-V functional and the def2-TZVPD basis) of a single C16H21NO6S molecule.

Structure (XYZ):
```
45
C16H21NO6S, DFT the ωB97M-V functional and the def2-TZVPD basis
C -2.925 -2.875 1.933
C -3.506 -2.713 0.533
C -2.467 -3.000 -0.548
H -1.988 -3.971 -0.391
H -2.923 -2.977 -1.542
O -1.463 -1.986 -0.520
C -0.171 -2.359 -0.349
O 0.180 -3.512 -0.334
C 0.711 -1.198 -0.193
C 0.284 0.097 0.065
N -1.009 0.516 0.224
C -1.338 1.805 0.487
O -0.513 2.687 0.599
C -2.847 2.020 0.636
C -3.303 3.283 -0.127
H -2.445 3.736 -0.624
C -4.327 2.747 -1.132
H -5.340 2.872 -0.748
C -3.979 1.260 -1.194
H -3.153 1.083 -1.897
H -4.821 0.619 -1.456
O -3.581 0.923 0.123
H -4.255 3.226 -2.104
H -3.735 4.021 0.544
H -3.060 2.083 1.709
H -1.753 -0.170 0.110
S 1.572 1.220 0.226
C 2.724 -0.059 -0.063
C 2.134 -1.283 -0.260
C 2.871 -2.546 -0.519
H 2.673 -3.256 0.282
H 3.937 -2.354 -0.585
H 2.516 -3.003 -1.441
C 4.136 0.292 -0.065
O 5.068 -0.455 -0.249
O 4.287 1.610 0.172
C 5.620 2.090 0.198
H 5.554 3.156 0.395
H 6.189 1.588 0.984
H 6.110 1.905 -0.761
H -4.339 -3.403 0.394
H -3.878 -1.694 0.405
H -3.681 -2.660 2.683
H -2.567 -3.892 2.082
H -2.090 -2.193 2.084
```

M = 355.4 g mol⁻¹
Relative energy (zero: lowest compared OMol25 entry of this formula, charge and spin) = 0.049 eV
Spin multiplicity = 1
Calculated total energy = -41544.3227 eV
E_HOMO = -8.41 eV
HOMO-LUMO gap = 8.84 eV
Lowest unoccupied orbital energy = 0.4 eV
Charge = 0

***

[3]
The following is a DFT calculation (the ωB97M-V functional and the def2-TZVPD basis) of a molecular structure, C16H22AuN5O4S.

Structure (XYZ):
```
49
C16H22AuN5O4S, DFT the ωB97M-V functional and the def2-TZVPD basis
Au 0.483 0.061 -0.043
C 1.675 0.848 3.656
C 2.050 1.667 2.471
N 1.759 1.418 1.202
C 2.316 2.431 0.452
C 2.975 3.292 1.264
N 2.787 2.794 2.521
C 3.765 4.556 1.127
O 3.949 5.028 -0.094
O 4.182 5.069 2.126
C 2.203 2.386 -0.993
O 2.707 3.176 -1.753
O 1.531 1.350 -1.495
H 1.024 0.030 3.356
H 1.163 1.456 4.403
H 2.566 0.429 4.126
H 3.176 3.255 3.336
H 3.544 4.456 -0.771
N 3.584 -0.718 -2.369
C 2.344 -1.056 -2.672
N 1.886 -0.846 -3.892
S 1.339 -1.840 -1.470
H 4.179 -0.212 -3.008
H 3.926 -0.883 -1.437
H 2.452 -0.436 -4.621
H 0.950 -1.123 -4.128
C -1.510 -3.434 0.260
N -2.378 -3.204 -0.936
C -3.783 -3.636 -0.655
C -2.273 -1.783 -1.488
C -2.564 -0.729 -0.462
C -3.895 -0.394 -0.205
C -4.241 0.518 0.784
C -3.251 1.118 1.545
C -1.914 0.846 1.270
C -1.580 -0.067 0.277
H -1.493 -4.498 0.477
H -1.928 -2.887 1.101
H -0.504 -3.082 0.047
H -2.027 -3.806 -1.680
H -4.178 -3.033 0.155
H -3.769 -4.683 -0.360
H -4.384 -3.514 -1.552
H -2.979 -1.731 -2.313
H -1.258 -1.693 -1.869
H -4.675 -0.845 -0.809
H -5.281 0.765 0.951
H -3.505 1.819 2.330
H -1.145 1.365 1.838
```

M = 577.4 g mol⁻¹
Relative energy (zero: lowest compared OMol25 entry of this formula, charge and spin) = 0.279 eV
Spin multiplicity = 3
Calculated total energy = -47101.6481 eV
E_HOMO (spin up / spin down) = -14.71 / -15.27 eV
HOMO-LUMO gap (spin up / spin down) = 9.45 / 5.96 eV
Lowest unoccupied orbital energy (spin up / spin down) = -5.3 / -9.3 eV
Charge = +2

***

[4]
The following is a DFT calculation (the ωB97M-V functional and the def2-TZVPD basis) of a molecular structure, C16H22BrF4InO13P.

Structure (XYZ):
```
58
C16H22BrF4InO13P, DFT the ωB97M-V functional and the def2-TZVPD basis
C 4.547 1.296 4.744
P 3.891 1.924 3.046
C 3.695 3.820 3.349
In 1.441 1.114 3.060
C 0.558 1.995 5.002
C -0.262 3.293 4.572
O 0.029 4.448 4.984
Br -1.795 2.988 3.297
H 4.438 2.080 5.577
H 5.625 0.929 4.700
H 3.915 0.391 5.084
H 2.918 3.898 4.203
H 4.682 4.329 3.609
H 3.170 4.291 2.438
H 1.413 -0.679 3.060
H 0.562 1.809 1.630
H 1.430 2.334 5.677
H -0.077 1.238 5.568
C 0.913 -0.549 -2.555
C 1.298 -1.306 -1.323
O 2.126 -0.398 -0.629
C 1.684 0.842 -0.986
O 1.958 1.843 -0.403
O 0.881 0.791 -2.090
F 2.031 -2.404 -1.635
H 1.656 -0.639 -3.354
H -0.059 -0.853 -2.944
H 0.454 -1.592 -0.689
C 1.217 -4.958 -5.530
C 1.302 -3.487 -5.791
O 0.396 -2.941 -4.854
C 0.395 -3.807 -3.802
O -0.038 -3.546 -2.720
O 0.955 -5.003 -4.134
F 0.866 -3.189 -7.038
H 0.395 -5.435 -6.069
H 2.145 -5.478 -5.772
H 2.296 -3.059 -5.634
C -2.296 -4.649 -0.674
C -2.320 -4.669 0.821
O -3.642 -4.270 1.127
C -4.400 -4.686 0.075
O -5.593 -4.767 0.097
O -3.632 -5.007 -1.004
F -1.464 -3.754 1.334
H -2.075 -3.658 -1.079
H -1.584 -5.364 -1.088
H -2.120 -5.650 1.262
C -3.685 5.809 -0.159
C -3.234 4.398 0.044
O -3.362 3.830 -1.245
C -3.176 4.859 -2.116
O -2.947 4.721 -3.282
O -3.276 6.069 -1.495
F -4.062 3.739 0.890
H -4.771 5.919 -0.084
H -3.213 6.501 0.539
H -2.201 4.301 0.388
```

M = 724.0 g mol⁻¹
Spin multiplicity = 1
Calculated total energy = -138940.5441 eV
E_HOMO = -3.69 eV
HOMO-LUMO gap = 5.33 eV
Lowest unoccupied orbital energy = 1.6 eV
Charge = -1